Entry from the Open Molecules 2025 dataset: a 12-piece molecular cluster, C22H48BF4N6O5 overall (ωB97M-V/def2-TZVPD).

The geometry in ORCA input format:
```
! wB97M-V def2-TZVPD RIJCOSX def2/J DEFGRID3
* xyz -1 1
B -0.202 0.385 0.212
F -1.564 0.009 -0.017
F -0.090 0.827 1.538
F 0.579 -0.684 -0.061
F 0.187 1.403 -0.607
C -1.872 -3.430 -0.635
C -2.883 -3.446 0.461
N -3.754 -3.436 1.340
H -1.281 -2.620 -0.494
H -1.305 -4.269 -0.839
H -2.544 -3.015 -1.396
C -3.538 3.111 0.363
C -3.245 4.472 -0.210
N -3.009 5.486 -0.659
H -4.206 2.679 -0.328
H -2.653 2.459 0.441
H -4.027 3.388 1.426
C 2.051 3.813 1.403
C 1.210 4.891 1.885
N 0.542 5.831 2.256
H 1.483 2.989 1.297
H 2.468 3.837 0.239
H 2.997 3.526 2.035
C -2.701 -0.608 2.909
C -2.924 -1.612 4.015
N -3.163 -2.369 4.773
H -3.341 -0.707 2.118
H -2.943 0.443 3.349
H -1.586 -0.684 2.567
C -0.068 4.324 -2.192
C -0.108 5.177 -3.431
N -0.236 5.879 -4.426
H 0.263 5.045 -1.369
H -0.830 3.604 -2.174
H 1.051 3.726 -2.168
C 0.718 2.671 4.482
C 2.185 2.879 4.749
N 3.305 3.137 4.926
H 0.333 2.339 3.451
H 0.547 1.795 5.252
H 0.224 3.550 4.807
C 0.274 0.416 -5.364
C -0.245 0.653 -3.959
O 0.833 1.167 -3.307
H 1.040 -0.432 -5.619
H 0.644 1.149 -5.785
H -0.509 0.191 -5.840
H -0.493 -0.213 -3.555
H -1.100 1.390 -3.874
H 0.338 0.857 -2.468
C 4.479 -0.840 3.131
C 3.440 0.184 2.562
O 2.222 -0.579 2.348
H 4.699 -1.611 2.352
H 4.074 -1.237 4.081
H 5.484 -0.368 3.436
H 3.731 0.587 1.615
H 3.304 1.013 3.171
H 1.616 -0.092 1.760
C 3.318 -2.011 -3.344
C 2.941 -2.127 -1.863
O 3.645 -3.298 -1.403
H 2.658 -1.388 -3.873
H 3.179 -2.982 -3.790
H 4.386 -1.626 -3.162
H 1.872 -2.404 -1.707
H 3.187 -1.296 -1.019
H 3.109 -3.713 -0.724
C 1.133 -5.086 1.205
C 1.288 -3.789 1.960
O 2.391 -3.093 1.248
H 0.834 -4.945 0.205
H 0.151 -5.514 1.670
H 2.038 -5.665 1.522
H 1.288 -4.046 3.086
H 0.541 -3.119 1.673
H 2.332 -2.096 1.501
C -5.121 -1.718 -2.666
C -4.298 -0.871 -1.618
O -3.072 -0.573 -2.155
H -6.024 -2.002 -2.301
H -4.611 -2.705 -2.716
H -5.380 -1.240 -3.729
H -4.513 -1.404 -0.773
H -4.841 0.062 -1.558
H -2.328 -0.387 -1.637
*
```

Output
Highest occupied orbital energy, eV: -7.50
DFT total energy, eV: -54315.131



Entry from the Open Molecules 2025 dataset: a 3-piece molecular cluster, C22H48BrN2 overall (ωB97M-V/def2-TZVPD).

The geometry in ORCA input format:
```
! wB97M-V def2-TZVPD RIJCOSX def2/J DEFGRID3
* xyz 1 1
Br -6.118 -2.260 0.530
C -4.613 9.069 -4.197
C -4.838 8.198 -2.963
C -5.695 6.919 -3.301
C -5.872 6.089 -2.049
N -6.539 4.701 -2.334
C -7.918 4.732 -3.044
C -7.935 4.242 -4.444
C -6.396 4.044 -4.794
C -5.567 3.950 -3.396
C -6.440 3.913 -1.013
C -7.574 4.167 0.020
C -6.855 4.732 1.297
H -4.069 9.992 -3.999
H -5.578 9.253 -4.669
H -3.911 8.579 -4.872
H -5.133 8.790 -2.097
H -3.895 7.801 -2.588
H -5.222 6.310 -4.072
H -6.653 7.172 -3.755
H -6.417 6.676 -1.309
H -4.890 5.755 -1.716
H -8.449 4.074 -2.356
H -8.357 5.722 -2.920
H -8.444 3.288 -4.581
H -8.490 4.929 -5.083
H -6.328 3.042 -5.217
H -5.884 4.634 -5.553
H -5.505 2.890 -3.149
H -4.589 4.405 -3.554
H -5.422 3.984 -0.631
H -6.495 2.899 -1.407
H -7.903 3.166 0.300
H -8.385 4.842 -0.254
H -6.510 5.766 1.271
H -6.006 4.110 1.581
H -7.602 4.673 2.089
C -6.295 -2.724 -9.273
C -5.664 -2.127 -8.067
C -4.411 -2.926 -7.759
C -3.911 -2.301 -6.458
N -2.751 -3.034 -5.693
C -2.298 -2.079 -4.556
C -0.805 -2.455 -4.325
C -0.289 -2.680 -5.723
C -1.508 -3.059 -6.610
C -3.095 -4.379 -5.099
C -4.524 -4.627 -4.612
C -4.651 -5.974 -3.812
H -7.090 -3.432 -9.035
H -5.606 -3.318 -9.873
H -6.844 -2.008 -9.885
H -6.298 -2.192 -7.183
H -5.398 -1.101 -8.320
H -3.754 -2.968 -8.628
H -4.645 -3.979 -7.604
H -4.651 -2.195 -5.665
H -3.575 -1.265 -6.500
H -2.870 -2.168 -3.632
H -2.329 -1.067 -4.958
H -0.634 -3.283 -3.636
H -0.244 -1.625 -3.895
H 0.510 -3.412 -5.843
H 0.021 -1.699 -6.081
H -1.535 -4.054 -7.053
H -1.679 -2.408 -7.467
H -2.357 -4.588 -4.325
H -2.902 -5.122 -5.873
H -5.271 -4.514 -5.398
H -4.749 -3.706 -4.074
H -4.635 -6.878 -4.420
H -5.379 -6.178 -3.027
H -3.697 -6.264 -3.372
*
```

Output
Highest occupied orbital energy, eV: -7.25
DFT total energy, eV: -96605.340



Entry from the Open Molecules 2025 dataset: C22H48FN2O39PS10 as an isolated structure (ωB97M-V/def2-TZVPD).

The geometry in ORCA input format:
```
! wB97M-V def2-TZVPD RIJCOSX def2/J DEFGRID3
* xyz 0 1
N 3.151 3.557 4.026
P 1.844 3.074 4.705
N 1.097 1.644 4.038
C 0.264 0.913 5.059
C -1.049 0.437 4.435
C -2.210 1.446 4.537
C -2.751 1.798 3.145
O -3.448 3.048 3.184
S 2.175 0.661 3.261
O 2.537 1.288 2.075
O 3.241 0.235 4.083
F 1.347 -0.584 2.849
H 3.038 4.482 3.626
H 0.817 4.035 4.639
H 2.096 2.794 6.063
H 0.802 0.042 5.432
H 0.107 1.602 5.886
H -0.844 0.196 3.396
H -1.354 -0.471 4.949
H -3.018 0.965 5.082
H -1.940 2.358 5.071
H -3.484 1.078 2.807
H -1.924 1.868 2.439
H -2.827 3.724 3.491
C -3.621 4.355 -1.396
C -4.647 3.261 -1.580
O -3.868 2.091 -1.878
S -2.470 2.169 -1.101
O -2.563 1.411 0.092
O -1.427 1.959 -2.041
O -2.525 3.718 -0.714
H -3.256 4.715 -2.354
H -4.002 5.185 -0.808
H -5.340 3.469 -2.390
H -5.206 3.076 -0.659
C 6.090 -0.666 6.498
C 5.042 -1.619 5.971
O 5.519 -2.921 6.347
S 6.311 -2.819 7.737
O 5.436 -3.184 8.791
O 7.579 -3.428 7.573
O 6.487 -1.226 7.759
H 6.965 -0.635 5.845
H 5.706 0.340 6.634
H 4.921 -1.553 4.895
H 4.077 -1.456 6.455
C -1.491 -4.523 3.626
C -1.431 -4.390 5.130
O -2.255 -3.243 5.419
S -3.445 -3.162 4.355
O -4.606 -3.746 4.924
O -3.446 -1.861 3.788
O -2.846 -4.189 3.284
H -0.830 -3.807 3.133
H -1.251 -5.528 3.290
H -0.419 -4.235 5.496
H -1.868 -5.254 5.618
C 0.243 4.452 -5.578
C 0.245 4.592 -4.076
O -0.565 5.754 -3.828
S -1.710 5.856 -4.938
O -2.906 5.291 -4.415
O -1.684 7.156 -5.494
O -1.097 4.811 -5.980
H 0.938 5.143 -6.046
H 0.472 3.437 -5.897
H 1.242 4.726 -3.671
H -0.234 3.736 -3.591
C -7.149 -6.342 3.840
C -6.389 -5.948 2.596
O -5.587 -7.093 2.281
S -6.371 -8.425 2.712
O -7.023 -8.964 1.575
O -5.510 -9.207 3.521
O -7.477 -7.725 3.639
H -6.522 -6.261 4.730
H -8.052 -5.756 3.980
H -5.762 -5.075 2.755
H -7.064 -5.765 1.757
C 4.676 6.359 -7.914
C 3.792 7.510 -8.334
O 2.784 7.557 -7.313
S 3.415 7.105 -5.914
O 3.744 8.254 -5.158
O 2.602 6.059 -5.397
O 4.755 6.449 -6.479
H 4.228 5.404 -8.168
H 5.668 6.421 -8.352
H 3.338 7.355 -9.308
H 4.334 8.458 -8.333
C 2.321 1.424 -9.315
C 3.481 0.512 -9.655
O 4.613 1.399 -9.752
S 4.426 2.607 -8.719
O 5.152 2.320 -7.539
O 4.582 3.830 -9.428
O 2.871 2.393 -8.416
H 1.956 1.945 -10.202
H 1.497 0.898 -8.842
H 3.334 -0.023 -10.587
H 3.676 -0.201 -8.853
C 1.896 -8.811 6.331
C 2.512 -7.437 6.175
O 1.394 -6.575 5.909
S 0.103 -7.123 6.687
O -0.037 -6.399 7.895
O -0.958 -7.248 5.755
O 0.663 -8.580 7.029
H 1.663 -9.257 5.362
H 2.527 -9.488 6.899
H 3.230 -7.389 5.362
H 2.987 -7.105 7.100
C -1.391 1.037 -6.268
C -2.640 0.186 -6.219
O -2.556 -0.642 -7.390
S -1.022 -0.970 -7.707
O -0.703 -2.240 -7.170
O -0.758 -0.632 -9.060
O -0.370 0.153 -6.761
H -1.499 1.864 -6.973
H -1.114 1.427 -5.291
H -3.549 0.778 -6.238
H -2.645 -0.463 -5.342
*
```

Output
Highest occupied orbital energy, eV: -9.81
DFT total energy, eV: -226773.977